The following is a quantum chemistry calculation of a molecular structure, C2H9N5O at a distorted geometry, from the Open Molecules 2025 dataset.

Geometry (Å):
C  -1.36722  1.56456  -0.49831
C  0.17706  -0.54704  -0.11323
H  -1.91864  0.82876  -1.08077
H  -2.04211  2.00599  0.41315
H  -0.95988  2.42225  -1.30168
H  1.57881  1.47642  0.24575
H  -0.70909  -2.37722  -0.31742
H  -2.18882  0.33741  0.20074
H  -2.00216  -1.68114  1.56773
H  2.51634  -0.17258  -1.19918
H  3.29910  -0.93244  0.24385
N  -0.10496  0.92935  -0.10430
N  -0.93780  -1.31243  -0.31991
N  -2.15253  -1.16654  0.35838
N  1.24953  -1.14951  0.07715
N  2.52965  -0.35744  -0.15647
O  0.68502  1.67292  0.73914

Properties
* gap between HOMO and LUMO: 9.1 eV
* max |F|: 5.9 eV/A
* relative energy (zero: lowest compared OMol25 entry of this formula, charge and spin): 1028.88 kJ/mol

***

The following is a quantum chemistry calculation of 2 unconnected molecules or ions with the total composition C3H8S at a distorted geometry, from the Open Molecules 2025 dataset.

Geometry (Å):
C  -3.61021  0.63854  -0.10998
C  -2.86126  -0.31679  0.43252
H  -4.16405  1.22876  0.61201
H  -3.83692  0.53506  -1.16149
H  -2.39566  -0.28293  1.41458
H  -2.34258  -1.09253  -0.13580
C  1.08022  -0.21060  0.63655
S  2.44586  -0.05009  -0.57366
H  0.68691  -1.19358  0.37366
H  1.54728  -0.38748  1.60721
H  0.33646  0.57112  0.74797
H  3.14162  0.86050  0.12615

Properties
* SMILES string: C=C.CS
* gap between HOMO and LUMO: 10.1 eV
* max |F|: 1.9 eV/A
* relative energy (zero: lowest compared OMol25 entry of this formula, charge and spin): 148.28 kJ/mol

***

The following is a quantum chemistry calculation of 6 unconnected molecules or ions with the total composition C12H38N4O9 at a distorted geometry, from the Open Molecules 2025 dataset.

Geometry (Å):
N  -1.61230  0.32854  0.33095
H  -0.90717  0.54940  1.04272
H  -1.62628  -0.63781  -0.07972
H  -1.44412  0.97959  -0.47446
H  -2.53682  0.54811  0.78317
N  -0.24543  1.42831  -2.67296
O  -0.71946  1.96951  -1.62054
O  0.55159  2.06170  -3.36028
O  -0.60118  0.26019  -2.99529
C  -4.90688  1.59387  0.90361
C  -5.07503  1.07331  -0.48573
O  -3.82313  0.86741  -1.10293
O  -4.18687  0.67377  1.68023
H  -5.90886  1.87027  1.27321
H  -4.37721  2.56112  0.88118
H  -5.70865  1.79096  -1.00911
H  -5.57570  0.10271  -0.44456
H  -3.67425  1.52203  -1.79403
H  -4.29967  0.91152  2.60871
C  -0.38516  2.54821  2.88899
C  0.06898  1.30435  3.60452
O  -0.56972  0.12142  3.05022
O  -0.08547  2.47037  1.47933
H  0.14077  3.41147  3.30378
H  -1.46597  2.69204  3.00105
H  -0.20486  1.43561  4.66347
H  1.15573  1.17413  3.54761
H  -0.53986  -0.52592  3.76409
H  0.44827  3.21428  1.20197
C  2.92718  0.32514  -1.08947
C  2.58164  1.07755  0.16141
C  3.50817  0.71708  1.26895
O  3.71113  -0.67116  1.43613
C  2.58284  -1.36788  1.88198
N  2.71061  2.51746  -0.09597
H  2.82425  -0.75337  -0.92318
H  3.97497  0.49747  -1.34970
H  2.30070  0.59722  -1.93511
H  1.53306  0.85998  0.43979
H  3.31282  1.18839  2.24923
H  4.48096  1.13647  0.97033
H  2.83290  -2.42434  1.82634
H  1.67000  -1.17840  1.31121
H  2.35665  -1.11537  2.93486
H  2.43210  3.07821  0.70800
H  2.08681  2.78920  -0.85733
C  0.28196  -3.17912  -0.09169
C  -0.05621  -2.15539  -1.19211
C  0.55118  -2.50504  -2.53189
O  1.87598  -2.91585  -2.33234
C  2.57553  -2.95793  -3.55189
N  -1.50906  -2.01261  -1.31965
H  -0.11617  -2.84941  0.86253
H  1.35915  -3.34842  -0.10418
H  -0.13463  -4.16122  -0.37131
H  0.39982  -1.20711  -0.87307
H  0.53696  -1.61721  -3.18122
H  -0.02139  -3.32529  -2.99957
H  1.96321  -3.40944  -4.33967
H  3.46148  -3.55465  -3.39824
H  2.80664  -1.92480  -3.83727
H  -1.73460  -1.52616  -2.19957
H  -1.95195  -2.92445  -1.44553

Properties
* gap between HOMO and LUMO: 8.5 eV
* max |F|: 1.7 eV/A
* relative energy (zero: lowest compared OMol25 entry of this formula, charge and spin): 609.54 kJ/mol

***

The following is a quantum chemistry calculation of C4H10N2 in the gas phase at a distorted geometry, from the Open Molecules 2025 dataset.

Geometry (Å):
N  -2.16035  -0.37901  1.79063
C  -1.23323  0.09739  0.88054
C  -1.03530  -0.35488  -0.39710
C  0.11212  0.21074  -1.37116
C  1.41621  0.81252  -0.59666
N  2.22928  -0.20282  0.08997
H  -1.57143  -0.81930  2.49549
H  -2.79352  -1.12184  1.32415
H  -0.78805  0.96770  1.21791
H  -1.73302  -1.06653  -0.75752
H  -0.26591  1.10725  -1.82000
H  0.48780  -0.66343  -1.97980
H  0.95306  1.53212  0.05261
H  2.04279  1.41042  -1.24974
H  2.58473  -0.79807  -0.56085
H  1.75481  -0.73227  0.88152

Properties
* SMILES string: N/C=C/CCN
* gap between HOMO and LUMO: 9.5 eV
* max |F|: 4.3 eV/A
* relative energy (zero: lowest compared OMol25 entry of this formula, charge and spin): 199.17 kJ/mol

***

The following is a quantum chemistry calculation of 14 unconnected molecules or ions with the total composition C4H33NO16 at a distorted geometry, from the Open Molecules 2025 dataset.

Geometry (Å):
O  1.96189  2.22582  -0.03625
C  1.08185  2.24689  0.81960
N  0.88281  0.88485  1.40286
C  -0.35019  0.47358  1.77334
O  -0.38481  -0.76231  2.43949
O  -1.36407  1.15152  1.62875
C  0.20655  3.39818  1.21789
C  -0.97683  3.65681  0.36653
H  1.71954  0.36635  1.59661
H  0.51887  -1.11165  2.61046
H  0.91760  4.27928  1.24710
H  0.02587  3.35069  2.35089
H  -0.85898  3.15461  -0.56161
H  -1.89645  3.20646  0.62312
H  -1.11869  4.78736  0.20702
H  0.26047  -3.33412  -0.10193
H  1.58699  -2.46498  -0.51564
O  0.99812  -2.70208  0.25974
H  -4.35186  0.41036  1.34073
H  -4.22486  0.13246  -0.27557
O  -4.06801  -0.20894  0.66522
H  0.48270  0.47826  -1.50360
H  0.81214  -0.94778  -2.05466
O  0.14017  -0.31209  -1.90950
H  -3.79856  -3.66929  -0.72533
H  -3.13272  -3.04418  0.61377
O  -3.49507  -2.76336  -0.24441
H  3.10633  -1.44871  2.81272
H  2.47194  -2.14009  1.68988
O  2.38967  -1.38007  2.22500
H  0.46635  0.36179  5.01743
H  1.95790  0.61711  4.67758
O  1.01501  0.78492  4.40658
H  -1.55335  -2.12308  2.29061
H  -2.89868  -3.08750  2.69446
O  -2.29985  -2.75287  2.11500
H  2.04562  3.03624  -2.12984
H  1.92499  2.75340  -3.58422
O  2.29977  3.44001  -3.03224
H  -1.09052  -2.37878  -1.95577
H  -2.21645  -3.19927  -1.12375
O  -1.58718  -3.23161  -1.93476
H  3.84274  -0.02121  0.99032
H  3.08651  1.00908  -0.05344
O  3.88441  0.34180  0.02760
H  3.09558  -0.60325  -1.04691
H  3.35872  -1.67583  -2.02558
O  2.60159  -1.30240  -1.50995
H  -0.48435  0.51270  -4.83087
H  0.30003  0.06532  -3.66818
O  0.37944  0.71224  -4.36046
H  -3.30645  -0.15590  -3.40136
H  -1.86461  -0.78653  -3.54284
O  -2.49966  -0.23029  -3.98163

Properties
* gap between HOMO and LUMO: 9.8 eV
* max |F|: 5.0 eV/A
* relative energy (zero: lowest compared OMol25 entry of this formula, charge and spin): 340.76 kJ/mol

***

The following is a quantum chemistry calculation of a molecular structure, C20H20ClF6HgN4O4P at a distorted geometry, from the Open Molecules 2025 dataset.

Geometry (Å):
Hg  -0.24483  -0.01789  0.03052
Cl  3.14721  -0.64287  1.86617
O  4.26291  -0.34638  1.02608
O  2.00151  -0.03318  1.16808
O  2.98643  -2.06783  1.98612
O  3.28476  -0.09277  3.20301
P  -3.31952  0.29377  -1.05230
F  -3.13950  -0.11219  -2.62933
F  -2.24731  -0.88568  -0.61196
F  -2.03389  1.28018  -1.07868
F  -3.49027  0.66370  0.54220
F  -4.30972  1.49506  -1.33511
F  -4.41329  -0.89277  -0.92619
N  0.22389  2.36364  0.60225
C  0.14401  3.25943  -0.45940
C  0.36906  4.64301  -0.33592
C  0.89963  5.12926  0.83754
C  1.10742  4.23224  1.90260
C  0.64561  2.91047  1.78885
H  -0.26333  2.82055  -1.35822
H  0.34808  5.28252  -1.20598
H  1.26765  6.14443  0.85702
H  1.51281  4.55205  2.85117
H  0.63919  2.26357  2.65365
N  -1.10712  -0.39289  2.13625
C  -1.97281  0.46209  2.75261
C  -2.49465  0.21362  3.98832
C  -2.11315  -0.91946  4.67961
C  -1.14860  -1.76083  4.12994
C  -0.67339  -1.48487  2.83930
H  -2.16339  1.40776  2.26702
H  -3.27638  0.81500  4.42837
H  -2.53205  -1.07073  5.66350
H  -0.62570  -2.54706  4.65417
H  0.14085  -2.08417  2.45948
N  0.56033  0.22344  -2.14338
C  1.66297  1.01652  -2.36615
C  2.07141  1.46630  -3.64248
C  1.43555  1.02067  -4.76601
C  0.38314  0.09534  -4.62829
C  -0.03542  -0.24107  -3.31460
H  2.18908  1.39555  -1.50247
H  2.87538  2.16936  -3.80290
H  1.74726  1.33713  -5.75043
H  -0.10889  -0.26265  -5.52056
H  -0.89568  -0.89002  -3.24234
N  0.27334  -2.33998  -0.22743
C  1.50484  -2.64948  -0.87743
C  1.73328  -3.90710  -1.45365
C  0.82823  -4.94840  -1.31250
C  -0.37670  -4.66944  -0.65019
C  -0.57504  -3.41275  -0.12821
H  2.29747  -1.92016  -0.95633
H  2.60516  -3.97766  -2.08709
H  1.03170  -5.93184  -1.70980
H  -1.15782  -5.41374  -0.60251
H  -1.46144  -3.04085  0.36410

Properties
* gap between HOMO and LUMO: 9.1 eV
* max |F|: 4.7 eV/A
* relative energy (zero: lowest compared OMol25 entry of this formula, charge and spin): 144.08 kJ/mol

***

The following is a quantum chemistry calculation of 3 unconnected molecules or ions with the total composition C31H56N4O5P at a distorted geometry, from the Open Molecules 2025 dataset.

Geometry (Å):
C  3.54374  -3.13246  0.56712
C  2.51121  -4.12484  0.11217
C  2.65563  -4.83700  -1.08575
C  1.70020  -5.77419  -1.46409
C  0.55640  -6.04894  -0.69638
C  -0.37151  -7.14034  -1.18464
C  0.01287  -8.50505  -0.56390
C  -1.85733  -6.85894  -1.01878
C  0.40347  -5.31108  0.47908
O  -0.64663  -5.50532  1.35095
C  -1.74967  -4.59539  1.31825
N  -1.48617  -3.45955  0.47324
C  -2.60646  -2.49046  0.43447
P  -4.11013  -3.22121  -0.29316
N  -5.35369  -2.30834  -0.57135
C  -2.14435  -1.22793  -0.40082
O  -2.83965  -0.22808  -0.24839
O  -1.08692  -1.40317  -1.03804
C  1.37436  -4.38278  0.87264
H  4.47535  -3.64881  0.79953
H  3.73945  -2.37519  -0.18746
H  3.21198  -2.63179  1.47366
H  3.51527  -4.65261  -1.71574
H  1.84534  -6.32264  -2.38642
H  -0.18678  -7.20729  -2.25632
H  0.37089  -9.19732  -1.32378
H  0.83150  -8.38714  0.14345
H  -0.81659  -8.95460  -0.02293
H  -2.08697  -5.84284  -1.33688
H  -2.18926  -7.00803  0.00392
H  -2.43592  -7.52621  -1.65888
H  -1.93937  -4.33671  2.36980
H  -2.62809  -5.12432  0.96252
H  -0.72097  -2.94700  0.89830
H  -2.84485  -2.11651  1.43586
H  -4.45421  -4.22478  0.63352
H  -3.60061  -3.87873  -1.42652
H  -5.57899  -2.24462  -1.55318
H  1.21307  -3.84868  1.80035
C  3.52770  2.27623  2.56590
C  4.42863  1.84478  1.38578
C  4.57334  2.98165  0.37301
C  3.31187  3.23208  -0.45013
C  2.81829  1.94141  -1.10334
C  2.62994  0.78724  -0.11720
N  3.88272  0.63272  0.69940
O  4.80284  -0.00207  0.06559
C  1.39698  1.03067  0.76845
C  2.35891  -0.50785  -0.86147
C  5.79474  1.49823  1.96320
H  4.14368  2.60495  3.40325
H  2.86242  3.10058  2.31396
H  2.91966  1.44664  2.92142
H  5.39688  2.74038  -0.30726
H  4.86398  3.88802  0.91168
H  2.52482  3.66572  0.17333
H  3.52708  3.97342  -1.22293
H  1.88017  2.12454  -1.62494
H  3.53759  1.62634  -1.86713
H  1.32941  0.26785  1.54531
H  0.50147  0.94538  0.15212
H  1.37443  2.01027  1.24335
H  3.13818  -0.72380  -1.59260
H  1.40486  -0.44022  -1.37669
H  2.29011  -1.34813  -0.17129
H  5.72315  0.65831  2.65616
H  6.17094  2.36672  2.50568
H  6.51193  1.24266  1.18724
C  -4.03892  4.04946  1.13689
C  -3.11246  5.23922  0.79428
C  -3.77803  6.16916  -0.22348
C  -3.84781  5.58262  -1.63297
C  -2.46964  5.11782  -2.10110
C  -1.80375  4.16069  -1.11722
N  -1.80485  4.76367  0.24965
O  -0.87216  5.63684  0.39409
C  -2.51196  2.79566  -1.12616
C  -0.35523  3.89577  -1.52455
C  -2.84948  5.99949  2.08710
H  -4.58004  4.25486  2.06050
H  -4.78258  3.85316  0.36658
H  -3.47266  3.13370  1.29359
H  -3.21872  7.11018  -0.26023
H  -4.78059  6.41156  0.13857
H  -4.55687  4.75171  -1.66695
H  -4.23070  6.34010  -2.32083
H  -2.54505  4.61979  -3.07002
H  -1.82583  5.99334  -2.24359
H  -2.11434  2.15042  -0.34456
H  -2.33370  2.28728  -2.07174
H  -3.59092  2.83476  -0.99968
H  0.22645  4.81272  -1.62216
H  -0.33593  3.38415  -2.48618
H  0.12674  3.25619  -0.78789
H  -2.33414  5.36729  2.81142
H  -3.80832  6.30230  2.50928
H  -2.25086  6.89226  1.92214

Properties
* total charge: -1
* 2S+1: 3
* gap between HOMO and LUMO (spin up / spin down): 7.6 / 7.6 eV
* max |F|: 1.3 eV/A
* relative energy (zero: lowest compared OMol25 entry of this formula, charge and spin): 0.00 kJ/mol

***

The following is a quantum chemistry calculation of 8 unconnected molecules or ions with the total composition C24H36Br8F12O8 at a distorted geometry, from the Open Molecules 2025 dataset.

Geometry (Å):
C  -0.55578  3.46979  3.18888
C  -1.18535  2.24827  3.76884
O  -2.65303  2.39697  3.49991
C  -3.36442  1.32466  3.79683
O  -2.98904  0.28703  4.16757
C  -4.89640  1.61255  3.62738
F  -5.50106  0.64173  4.22550
F  -5.26963  2.78659  4.26511
F  -5.26921  1.55150  2.33453
H  -0.85663  3.66005  2.12221
H  0.54587  3.50330  3.20038
H  -0.91886  4.38833  3.72085
H  -1.11682  2.27364  4.85669
H  -0.96206  1.28900  3.34103
C  2.40889  0.53268  5.26790
C  2.63209  -0.73967  4.57851
O  3.15932  -0.54616  3.27516
C  2.28307  -0.71211  2.30727
O  1.14081  -1.05011  2.38285
C  2.97154  -0.57529  0.89297
F  2.04047  -0.19346  -0.01460
F  3.93483  0.28048  0.99901
F  3.52174  -1.67919  0.47855
H  1.55416  1.05972  4.89007
H  3.33994  1.10066  5.42844
H  2.09008  0.41399  6.33894
H  1.71405  -1.25854  4.47761
H  3.33811  -1.41027  5.07739
C  2.50080  1.48678  -4.48067
C  1.94624  0.76122  -3.29786
O  1.68638  1.64071  -2.16559
C  2.75739  2.14047  -1.56674
O  3.86232  1.97783  -1.87156
C  2.47805  3.25387  -0.45472
F  1.55936  2.96121  0.46058
F  3.59403  3.55549  0.13962
F  2.01120  4.37646  -1.00127
H  2.31046  2.56895  -4.47345
H  2.23282  1.15799  -5.42798
H  3.60836  1.36076  -4.54683
H  2.65471  -0.02021  -3.02708
H  0.98142  0.30448  -3.45312
C  0.21050  -4.86939  -0.88138
C  1.55707  -4.37808  -0.47444
O  2.44402  -4.33037  -1.56809
C  2.40062  -3.32392  -2.42995
O  1.63502  -2.39723  -2.33223
C  3.29995  -3.52594  -3.66218
F  2.60806  -4.31307  -4.48361
F  3.48865  -2.40179  -4.33535
F  4.45967  -4.06427  -3.31371
H  -0.35699  -4.06231  -1.32798
H  -0.30487  -5.16297  0.00419
H  0.31690  -5.72658  -1.53516
H  2.06380  -5.06184  0.24033
H  1.53457  -3.32041  -0.03779
Br  -2.94408  1.20484  -6.48676
C  -1.18910  0.37018  -6.50071
C  -1.33729  -1.11072  -6.37369
Br  0.39215  -1.76522  -5.77321
H  -0.62259  0.92432  -5.74222
H  -0.69880  0.57530  -7.40567
H  -1.68008  -1.60715  -7.27136
H  -2.09268  -1.35313  -5.56831
Br  -1.32930  3.82464  -1.61018
C  -3.19337  3.58078  -1.38148
C  -3.91760  4.88573  -1.09405
Br  -5.67201  4.41302  -0.29139
H  -3.26614  2.95335  -0.51206
H  -3.71161  3.09856  -2.30421
H  -4.14939  5.57966  -1.85880
H  -3.43635  5.51742  -0.36438
Br  -2.24526  -3.81701  1.78512
C  -2.34973  -3.22036  3.66759
C  -0.94274  -3.12707  4.16542
Br  -0.79494  -2.64008  5.99913
H  -3.02143  -3.87185  4.22063
H  -2.79648  -2.15416  3.71666
H  -0.36215  -2.46428  3.57104
H  -0.51199  -4.12588  4.15506
Br  -2.80171  0.43940  0.52998
C  -1.17864  0.37148  -0.59277
C  -0.70390  -1.02450  -0.87006
Br  -1.88079  -1.87901  -2.22751
H  -0.45867  0.88700  0.02341
H  -1.40803  0.92814  -1.49855
H  -0.63557  -1.67335  -0.00313
H  0.26308  -0.96405  -1.29527

Properties
* SMILES string: CCOC(=O)C(F)(F)F.CCOC(=O)C(F)(F)F.CCOC(=O)C(F)(F)F.CCOC(=O)C(F)(F)F.BrCCBr.BrCCBr.BrCCBr.BrCCBr
* gap between HOMO and LUMO: 10.4 eV
* max |F|: 3.8 eV/A